1.
DFT (ωB97M-V/def2-TZVPD) results for a molecular structure, C6H7AuCl2NO4Pm in a non-equilibrium geometry.

The geometry in XYZ format:
```
22
Properties=species:S:1:pos:R:3:forces:R:3:mulliken_charge:R:1
Au -3.761600 -4.137558 -1.993834 0.5151 1.2485 0.4553 0.6715
Pm -0.559336 -0.570651 -0.700914 -1.8799 -1.3694 0.7550 1.7289
Cl -1.863926 -2.880880 -1.412509 -0.2264 -0.4398 -0.2483 -0.1629
Cl -2.632123 0.081023 0.502998 1.3848 -0.1646 -0.6825 -0.2540
C -0.814931 1.687230 -1.707921 -0.7993 5.8791 -0.9131 0.1245
C -4.057996 -6.021801 -2.487443 0.2562 -7.0606 -1.8484 0.2718
C -5.680281 -4.544423 -2.494355 -6.2504 -1.4301 -2.4740 0.4401
O -0.899545 2.832307 -1.802041 0.3494 -4.7449 0.2414 0.0001
O -4.341913 -7.077799 -2.841877 1.2150 4.3699 1.5266 -0.0084
O -6.602572 -5.076636 -2.950942 4.2258 2.7469 2.3052 0.0119
C 2.428665 1.305091 2.583162 0.8889 0.7397 -0.1036 -0.6913
N 2.501073 2.096766 1.352341 1.8505 0.7431 2.0260 0.1255
C 3.501419 3.191122 1.270490 -0.0275 -0.6804 0.8794 -0.5493
C 1.661593 1.860563 0.349202 -2.8470 -1.9961 -2.3657 0.1502
O 0.965655 0.786441 0.284974 2.3865 3.0500 0.7750 -0.4507
H 3.228949 1.687012 3.206011 -0.0421 -0.2393 0.3014 0.3282
H 2.592359 0.243915 2.372479 -0.2463 -0.1209 -0.1035 0.3560
H 1.470178 1.481931 3.082631 -0.2884 -0.1600 -0.0854 0.3944
H 4.180700 3.084315 0.412395 -0.2777 -0.1019 -0.3501 0.3864
H 3.031148 4.185921 1.224366 -0.3754 0.0083 -0.2948 0.4021
H 4.090525 3.149283 2.187370 -0.0352 0.0442 -0.1572 0.2867
H 1.561959 2.636826 -0.436584 0.2233 -0.3217 0.3614 0.4381
```
Positions in Å, forces in eV/Å.

Net charge ... +4
Kohn-Sham gap (alpha / beta) ... 8.85 / 5.16 eV
2S+1 ... 7
Calculated total energy ... -61259.023 eV
Energy above the lowest of the compared OMol25 structures with the same formula, charge and spin ... 5.1 kcal/mol

---

2.
DFT (ωB97M-V/def2-TZVPD) results for a single C6H7Br molecule in a non-equilibrium geometry.

The geometry in XYZ format:
```
14
Properties=species:S:1:pos:R:3:forces:R:3:mulliken_charge:R:1
C -0.524290 2.052645 0.106405 1.2283 -2.0260 -0.3792 -1.1117
C -0.219296 0.776163 -0.110795 -2.7350 1.7725 0.6652 0.7281
C 1.116933 0.223492 -0.152923 0.5725 -2.6281 -1.6442 -0.5469
C 0.839910 -1.240627 0.197724 0.5166 -0.6129 0.1412 -0.6238
C -0.605058 -1.516523 -0.084109 -0.1243 2.9982 -0.7544 -0.3587
C -1.254982 -0.319265 -0.244984 2.0984 -1.4451 1.0028 -0.2317
Br -3.104158 -0.033435 -0.009012 0.3121 0.0087 -0.5072 -0.1508
H 0.256923 2.696754 0.319243 1.3412 1.4335 0.2562 0.3045
H -1.470860 2.424261 0.028394 -2.4541 0.8349 0.0593 0.3215
H 1.397669 0.163666 -1.221415 0.1178 0.3906 0.2436 0.1843
H 1.973118 0.586316 0.386916 -0.1777 0.7935 0.4147 0.3759
H 1.023117 -1.387008 1.250523 -0.1259 -0.1230 0.7191 0.2571
H 1.522144 -1.926210 -0.272008 0.2832 -0.3687 -0.4725 0.3597
H -0.951171 -2.500223 -0.193958 -0.8531 -1.0281 0.2554 0.4925
```
Positions in Å, forces in eV/Å.

SMILES ... C=C1CCC=C1Br
Kohn-Sham gap ... 9.20 eV
2S+1 ... 1
Calculated total energy ... -76376.375 eV
Energy above the lowest of the compared OMol25 structures with the same formula, charge and spin ... 2.2 kcal/mol

---

Q: Look up the energy above the lowest of the compared OMol25 structures with the same formula, charge and spin of the first one.
A: 5.1 kcal/mol

---

Q: The lowest 2S+1 belongs to which entry?
A: C6H7Br